C59H118Cl6O35 | ωB97M-V/def2-TZVPD

Values from the calculation:
HOMO = -9.95 eV
molecular weight = 1600.3 g/mol
E = -209893.783 eV
spin multiplicity = 1
lowest unoccupied orbital energy = 0.131 eV
Kohn-Sham gap = 10.086 eV

Each line ends with the Mulliken charge.
Atoms and positions in Å:
C: -2.653550 -4.022849 -4.834708  -0.43
Cl: -1.102633 -3.461268 -4.163447  0.01
Cl: -3.417686 -2.675994 -5.696032  -0.15
H: -2.483557 -4.839664 -5.536144  0.34
H: -3.365502 -4.206466 -4.030026  0.25
C: 5.051980 -2.390342 0.716098  0.87
Cl: 4.513285 -3.263398 -0.763608  -0.13
Cl: 6.429856 -1.463258 0.189433  -0.15
H: 4.193633 -1.774641 0.984896  -0.98
H: 5.239629 -3.103839 1.518469  0.45
C: 2.298250 -4.708129 -6.101731  -0.30
Cl: 3.590866 -5.970159 -6.292770  -0.18
Cl: 2.466024 -3.910619 -4.561881  -0.01
H: 2.398413 -3.922336 -6.850456  0.18
H: 1.314543 -5.177229 -6.120873  0.32
C: 2.021213 -1.222482 -1.760315  -0.98
C: 2.489005 0.088938 -1.164552  1.60
O: 1.558038 0.777132 -0.389898  1.13
C: 1.447269 0.496075 0.949934  -0.70
O: 2.054940 -0.389047 1.566666  -0.30
O: 0.581989 1.429523 1.484518  0.29
C: 0.074392 0.995819 2.725733  -0.18
H: 1.048440 -1.109153 -2.238825  -0.41
H: 1.961042 -2.070443 -1.078077  0.15
H: 2.626552 -1.611339 -2.579134  0.43
H: 2.696815 0.814126 -1.951329  -0.63
H: 3.319616 -0.185454 -0.514259  -0.66
H: 0.867902 0.631370 3.378127  -0.55
H: -0.610895 0.177643 2.504211  0.33
H: -0.471293 1.787209 3.239560  0.37
C: -1.585195 4.244369 -1.435823  -0.57
C: -2.873672 4.202630 -2.284528  -0.26
O: -3.152115 2.851006 -2.389791  0.23
C: -4.379076 2.351679 -2.686717  0.33
O: -5.395817 2.991793 -2.536097  -0.60
O: -4.259361 1.011525 -3.025037  0.06
C: -5.272086 0.119411 -3.150445  -0.76
H: -0.834264 3.844376 -2.117154  -0.09
H: -1.624730 3.840634 -0.424123  0.10
H: -1.353878 5.304881 -1.336305  0.55
H: -2.719189 4.445961 -3.335736  -0.17
H: -3.630943 4.758702 -1.731870  0.36
H: -4.972436 -0.798147 -2.644091  0.18
H: -5.633206 0.056015 -4.176933  0.33
H: -6.103661 0.463936 -2.535719  0.28
C: 0.527465 -4.826243 0.522484  -0.65
C: 1.087562 -5.856034 -0.503461  -0.50
O: 0.150486 -6.062786 -1.544420  -0.11
C: -0.798729 -6.971566 -1.370289  0.61
O: -1.015244 -7.528615 -0.314410  -0.61
O: -1.384995 -7.205283 -2.588879  -0.24
C: -2.154545 -8.414712 -2.666736  -0.75
H: -0.189868 -5.298079 1.193979  0.42
H: 0.170011 -3.871516 0.136695  0.21
H: 1.272516 -4.693714 1.306989  0.14
H: 1.480443 -6.745416 -0.010770  0.35
H: 1.957720 -5.346706 -0.917599  0.28
H: -3.134921 -8.199135 -2.241909  0.30
H: -1.662498 -9.247629 -2.164496  0.31
H: -2.239375 -8.753782 -3.699179  0.24
C: 3.138577 2.105393 6.681979  -1.41
C: 1.668103 2.276177 6.271326  0.52
O: 0.846202 1.219503 6.820451  -0.22
C: -0.508762 1.324276 6.693994  0.88
O: -1.158688 2.230497 6.138002  -0.57
O: -1.068785 0.361767 7.472546  -0.32
C: -0.324943 -0.587416 8.240928  -0.15
H: 3.619652 1.276012 6.163544  0.14
H: 3.133630 1.922048 7.756435  0.43
H: 3.620939 3.048255 6.424184  0.37
H: 1.634776 2.296290 5.182019  -0.37
H: 1.208592 3.220509 6.563191  0.53
H: 0.342619 -1.039409 7.507332  -0.19
H: -0.927799 -1.365649 8.708906  0.28
H: 0.272640 -0.144639 9.037764  0.26
C: -3.084943 -0.293552 4.263948  -0.55
C: -4.349904 -1.113180 4.438007  -0.06
O: -5.395805 -0.133752 4.424829  -0.09
C: -6.651945 -0.459038 4.271110  0.70
O: -7.052955 -1.589410 4.073149  -0.61
O: -7.419336 0.662013 4.323518  -0.23
C: -8.823901 0.621419 4.187712  -0.72
H: -2.176245 -0.871175 4.094464  0.46
H: -2.910681 0.343741 5.130893  0.41
H: -3.237207 0.302956 3.364454  -0.12
H: -4.359762 -1.777591 5.302045  0.34
H: -4.475947 -1.787304 3.590795  -0.38
H: -9.215866 1.583803 3.858638  0.16
H: -9.262564 0.347026 5.147072  0.30
H: -9.103811 -0.105930 3.425673  0.34
C: -3.491183 -5.323676 1.221253  -0.37
C: -3.624862 -5.601394 2.723205  -0.47
O: -2.324039 -5.338541 3.229093  -0.25
C: -2.233935 -4.842975 4.435091  0.91
O: -3.170416 -4.488149 5.167069  -0.67
O: -0.904267 -4.810063 4.687326  -0.31
C: -0.492710 -4.289182 5.927142  -0.70
H: -2.813467 -6.023354 0.732116  0.02
H: -3.120144 -4.323454 0.997658  -0.14
H: -4.452689 -5.412845 0.715629  0.47
H: -3.968200 -6.607780 2.962809  0.34
H: -4.391048 -4.946738 3.138489  0.34
H: -0.773508 -3.243158 6.049985  0.17
H: 0.577298 -4.454239 6.053348  0.30
H: -0.965391 -4.782303 6.776552  0.44
C: 7.097377 1.064703 -3.731475  -0.88
C: 7.437899 1.827218 -5.085219  -0.27
O: 6.778677 3.093091 -5.101862  -0.29
C: 5.751060 3.290977 -5.892488  0.86
O: 5.431004 2.593198 -6.873621  -0.61
O: 5.197791 4.404495 -5.400568  -0.30
C: 3.991383 4.893581 -6.040477  -0.75
H: 6.086542 0.665824 -3.646667  0.05
H: 7.290694 1.816768 -2.966529  0.36
H: 7.661745 0.156180 -3.521324  0.48
H: 7.214511 1.203588 -5.950830  0.17
H: 8.511976 1.991154 -5.172313  0.32
H: 4.278261 5.115539 -7.068358  0.38
H: 3.733170 5.817174 -5.522407  0.25
H: 3.110284 4.251897 -6.044675  0.29
O: -2.829895 -1.784835 1.429475  -0.57
C: -3.104357 -1.086423 0.460347  -0.15
O: -4.321530 -0.897653 0.013137  -0.06
C: -5.493350 -1.517705 0.600620  0.11
C: -6.594797 -0.468027 0.666267  -1.07
C: -2.081922 -0.194329 -0.229483  1.08
H: -5.284630 -1.910371 1.595783  -0.17
H: -5.794609 -2.380859 0.007067  0.37
H: -6.835114 -0.085816 -0.325834  0.33
H: -6.365368 0.401867 1.281685  0.04
H: -7.531955 -0.915587 0.997241  0.48
H: -1.176814 -0.769038 -0.425950  -0.42
H: -1.923226 0.785766 0.220334  -0.13
H: -2.578227 -0.116142 -1.196780  -0.02
O: -2.772404 2.130924 -6.905351  -0.57
C: -2.261569 2.808977 -6.056814  0.69
O: -1.460584 2.345136 -5.105616  -0.07
C: -1.316792 0.956809 -4.990940  -0.69
C: -0.613808 0.638594 -3.677943  -0.26
C: -2.409944 4.335566 -6.095710  -1.15
H: -0.661485 0.600612 -5.785802  0.46
H: -2.277775 0.445314 -5.045645  0.27
H: -0.797539 -0.364657 -3.293444  0.01
H: -0.899661 1.268553 -2.835606  -0.12
H: 0.466076 0.591452 -3.818394  0.38
H: -3.443588 4.626718 -6.282560  0.32
H: -1.855331 4.657618 -6.977062  0.33
H: -1.977640 4.808138 -5.213723  0.31
O: 5.085316 -1.561679 3.743023  -0.67
C: 4.344986 -0.596376 3.964974  0.54
O: 3.077391 -0.705787 4.463974  0.10
C: 2.600751 -1.941378 4.923980  0.17
C: 2.010733 -2.709379 3.743727  -0.46
C: 4.781820 0.860937 3.669087  0.58
H: 1.803971 -1.748056 5.642217  -0.67
H: 3.375906 -2.497209 5.451501  0.45
H: 2.829125 -2.910386 3.052399  0.17
H: 1.393708 -1.989895 3.205467  -0.19
H: 1.400012 -3.586673 3.956936  0.53
H: 5.755438 1.007436 4.136738  0.57
H: 4.030924 1.564839 4.027945  -0.22
H: 4.764108 0.969651 2.584670  -0.83
O: 7.436175 -1.929597 -5.187519  -0.54
C: 6.754175 -2.711126 -5.772770  0.73
O: 5.738118 -2.484288 -6.541750  -0.21
C: 5.276105 -1.146637 -6.788169  0.28
C: 3.994047 -1.330899 -7.647860  -1.26
C: 6.904188 -4.171133 -5.545481  -0.86
H: 6.096795 -0.642236 -7.298225  0.27
H: 5.043522 -0.639224 -5.851936  0.00
H: 3.682167 -0.360142 -8.033176  0.42
H: 3.091960 -1.558993 -7.080143  0.12
H: 4.246368 -2.036877 -8.439082  0.35
H: 7.766884 -4.311223 -4.894154  0.33
H: 7.034572 -4.777728 -6.441668  0.29
H: 5.981031 -4.572397 -5.127327  0.08
O: -5.716017 5.013231 4.112202  -0.65
C: -5.528149 3.948410 3.505522  0.36
O: -6.442203 3.329860 2.750096  -0.08
C: -7.634743 3.995496 2.308244  -0.44
C: -7.953343 3.412834 0.908393  -0.94
C: -4.284580 3.087087 3.781322  0.00
H: -7.452501 5.070120 2.316891  0.43
H: -8.437683 3.819248 3.024010  0.25
H: -7.174904 3.560763 0.159889  0.23
H: -8.844445 3.917969 0.535738  0.44
H: -8.250312 2.364534 0.939532  0.17
H: -3.659696 3.607597 4.507048  0.26
H: -3.784714 2.930881 2.825366  0.15
H: -4.533045 2.099027 4.168752  -0.15
O: 5.300925 4.189984 -0.857355  -0.70
C: 4.985766 2.988285 -0.818786  0.38
O: 4.289357 2.421220 -1.731742  -0.02
C: 3.596845 3.179394 -2.751847  -0.74
C: 2.171428 3.484339 -2.365758  -0.45
C: 5.522820 2.051521 0.259679  -0.03
H: 3.462037 2.554632 -3.634786  0.17
H: 4.109777 4.093561 -3.050685  0.77
H: 2.262528 4.224556 -1.570850  0.13
H: 1.678480 2.557337 -2.072911  -0.08
H: 1.558132 3.987552 -3.113255  0.53
H: 4.746432 1.453932 0.737383  -0.75
H: 6.121020 2.636725 0.958095  0.40
H: 6.184026 1.331814 -0.222939  0.23
O: 2.882932 3.716411 2.688553  -0.54
C: 2.625867 4.718982 2.104794  0.85
O: 1.452044 5.287311 2.104130  -0.40
C: 0.306407 4.729638 2.718909  0.94
C: 0.289373 5.099209 4.221955  -1.17
C: 3.673530 5.484125 1.328029  -1.11
H: 0.432659 3.658215 2.563237  -0.67
H: -0.594387 4.958399 2.149406  0.40
H: -0.557280 4.667348 4.755588  0.28
H: 0.169990 6.177286 4.329643  0.43
H: 1.237283 4.861358 4.704645  0.18
H: 3.532458 5.400871 0.250407  0.16
H: 4.632671 5.045310 1.602967  0.25
H: 3.706079 6.531028 1.629746  0.48

Cartesian forces, eV/Å:
-0.143 0.773 0.189
-0.149 -0.424 -0.003
-0.137 0.148 -0.451
-0.073 0.094 0.366
0.523 -0.566 -0.054
-1.015 -0.421 -0.639
-0.208 -0.532 0.290
0.473 0.399 0.633
0.364 0.256 0.097
0.418 0.194 -0.268
0.287 -0.317 -0.179
-0.789 0.629 -0.165
0.097 0.330 0.703
0.149 -0.497 -0.153
0.314 -0.093 -0.152
-1.165 -0.559 -0.582
1.057 -1.388 -0.512
-1.763 0.256 2.702
0.817 -0.052 -0.112
-1.538 2.141 -1.716
1.526 -1.243 -1.309
-0.518 -0.702 0.943
-0.269 0.103 0.181
-0.078 0.327 0.390
0.573 0.499 0.080
0.572 -0.486 0.196
0.577 0.616 -0.327
0.056 0.047 -0.009
-0.150 -0.133 0.333
0.121 0.177 -0.353
-0.161 1.366 -1.709
0.551 0.322 1.259
-1.305 -4.029 -0.508
-0.470 -0.017 0.992
0.550 -1.036 -0.651
3.459 3.605 0.389
-2.688 -0.212 0.951
0.444 -0.439 0.748
-0.201 -0.446 -0.397
0.223 0.146 0.142
0.083 1.257 0.401
-0.461 0.002 -0.633
0.213 -0.257 -0.702
0.257 -0.463 -0.009
-0.446 0.079 -0.121
0.358 -1.627 1.102
0.088 2.364 1.470
-0.001 -0.250 -1.058
0.378 -0.726 0.262
-0.379 0.119 -1.205
0.621 -0.078 0.848
-0.186 -0.089 0.304
-0.868 0.022 -0.603
0.133 -0.236 -0.178
0.692 0.631 -0.385
-0.647 -0.286 -0.159
-0.134 -0.275 -0.710
-0.022 -0.411 -0.012
-0.053 0.264 0.430
0.004 0.681 -0.135
-1.414 0.037 0.318
0.144 0.214 -0.732
-0.641 0.205 -0.766
-0.156 1.627 0.884
2.056 -3.073 1.249
-1.435 0.811 -0.465
1.348 -0.087 -0.859
-0.163 0.086 0.086
0.473 0.155 0.050
0.250 -0.121 0.182
-0.331 -0.366 -0.172
0.292 0.054 0.374
0.281 -0.410 0.455
-0.674 0.447 -0.484
-0.051 0.385 -0.185
-0.030 -0.025 0.102
0.540 -0.763 -0.793
0.216 1.144 0.625
-1.539 -1.095 -0.475
-0.097 0.812 0.124
1.541 0.265 0.069
-0.354 -1.017 -0.199
-0.236 -0.394 0.066
-0.066 0.175 -0.087
0.174 0.219 0.087
-0.239 0.453 0.358
-0.075 0.092 -0.123
0.517 0.142 0.205
-0.150 -0.007 -0.086
-0.064 -0.183 0.121
-0.290 -0.480 -0.264
-0.723 0.758 -1.490
-0.281 -0.450 0.009
-1.086 0.729 1.677
2.517 -0.674 -1.329
-0.514 0.082 0.123
-0.272 0.189 1.276
0.052 -0.137 0.171
-0.001 0.104 0.453
-0.175 -0.100 0.102
0.473 -0.206 -0.093
0.372 0.277 0.279
0.249 0.193 -0.314
-0.065 0.186 -0.437
-0.238 -0.338 -0.157
0.314 0.856 -0.813
0.113 -2.073 0.746
0.853 -0.675 0.482
-0.433 -1.379 -1.849
0.161 2.003 2.436
-1.617 -0.150 -0.539
0.801 0.533 -0.536
-0.373 0.634 -0.320
-0.195 -0.245 0.358
0.657 0.319 -0.459
-0.513 0.284 -0.035
-0.067 0.359 0.377
-0.374 0.082 -0.065
0.190 -0.101 0.000
0.423 -0.528 0.267
-0.384 0.186 -1.071
1.634 0.041 2.989
-1.194 0.103 -0.950
-0.159 0.229 0.708
-0.247 -0.077 -0.601
-1.218 -1.306 -1.318
0.313 0.172 -0.026
0.139 0.147 -0.314
0.230 0.044 -0.171
0.201 -0.186 0.203
0.130 -0.140 0.353
0.189 0.242 0.488
-0.046 -0.265 0.107
0.451 0.890 -0.372
-0.229 -0.592 0.024
-0.353 1.057 -0.945
-0.062 1.357 0.604
0.492 -1.572 0.561
0.321 -0.463 0.428
0.536 -0.628 0.172
-0.320 -0.071 -0.321
-0.046 0.215 -0.157
-0.576 -0.249 -0.462
0.095 0.394 -0.259
0.156 0.663 0.101
0.033 -0.189 0.290
0.118 0.055 0.028
-0.172 0.078 -0.135
-1.727 1.734 0.638
0.997 -1.154 -0.478
1.395 1.528 -0.139
-0.686 -1.636 -0.004
0.292 0.758 -0.421
-1.354 -1.213 0.347
0.074 0.407 0.074
0.197 0.027 -0.149
-0.063 -0.487 -0.008
-0.253 -0.115 0.012
0.329 -0.014 0.223
-0.042 0.116 -0.360
0.202 0.000 0.135
0.521 -0.058 0.187
0.576 1.886 0.178
0.430 -1.843 1.001
-1.616 0.453 -1.048
-0.815 -0.359 -0.369
0.839 1.135 0.449
0.382 -1.085 0.003
-0.344 0.335 -0.124
0.221 -0.013 0.066
0.485 0.096 -0.547
0.350 -0.855 0.313
-0.499 0.070 -0.035
-0.268 -0.188 0.055
0.141 0.325 -0.266
0.071 0.128 0.367
0.153 -1.795 -1.901
-0.291 1.084 2.901
0.643 -0.205 -0.261
0.385 -0.208 -0.739
-0.708 0.645 0.593
-0.645 0.512 -0.570
0.003 -0.001 -0.258
0.000 -0.205 0.001
0.183 -0.020 0.292
-0.054 0.204 -0.072
0.362 -0.112 0.232
0.012 -0.018 -0.269
0.312 -0.004 0.044
-0.334 0.176 -0.051
-0.728 -2.064 0.153
2.524 3.407 1.553
-1.917 -1.337 -1.873
-0.536 0.315 -1.274
0.224 0.535 1.158
0.016 0.205 -0.777
0.989 -0.463 0.047
0.406 -0.294 0.334
-0.603 -0.283 0.575
-0.233 0.376 0.324
0.398 -0.224 -0.498
-0.088 0.301 -0.058
-0.332 -0.088 0.062
0.024 -0.011 -0.090
0.181 -2.025 1.068
1.018 0.874 -0.598
-1.256 2.273 -1.192
0.558 -1.688 1.208
-0.401 0.533 -0.781
0.129 -0.020 0.488
-0.165 -0.203 0.466
0.216 0.758 0.116
0.151 -0.353 -0.062
0.007 0.144 -0.148
-0.105 -0.344 -0.123
-0.031 0.085 0.145
-0.086 -0.008 -0.293
-0.284 0.042 -0.147